i) # C3H12N2O2

3 unconnected molecules or ions with the total composition C3H12N2O2 (wB97M-V/def2-TZVPD, OMol25).

The calculation puts the HOMO-LUMO gap at 7.92 eV. As for the multiplicity: 1. The SMILES is C/C(N)=C/N.O.O. The calculation puts the HOMO energy at -7.17 eV. The value obtained for the LUMO energy is 0.75 eV.

Element x y z (Å)
C1 0.02 0.97 -1.01
C2 0.10 0.80 0.46
N1 -0.98 1.32 1.22
C3 1.05 0.08 1.02
N2 1.04 -0.26 2.38
H1 -0.07 2.00 -1.39
H2 0.82 0.48 -1.56
H3 -0.85 0.45 -1.45
H4 -1.52 1.96 0.66
H5 -0.68 1.79 2.07
H6 1.97 -0.25 0.56
H7 0.21 -0.10 2.91
H8 1.53 -1.08 2.68
O1 1.72 -1.70 -2.96
H9 2.43 -2.23 -3.33
H10 1.63 -0.99 -3.60
O2 -2.95 -1.41 0.31
H11 -3.16 -0.52 0.01
H12 -2.31 -1.30 1.02

***

ii) # C3H12N2O2

2 unconnected molecules or ions with the total composition C3H12N2O2 (wB97M-V/def2-TZVPD, OMol25).

The calculation puts the HOMO-LUMO gap at 9.57 eV. As for the multiplicity: 1. The SMILES is COCC(N)N.O. The calculation puts the HOMO energy at -8.71 eV. The value obtained for the LUMO energy is 0.86 eV.

Element x y z (Å)
C1 -1.00 0.92 -0.54
O1 -1.38 -0.26 0.14
C2 -0.49 -1.32 -0.04
C3 0.55 -1.48 1.09
N1 1.66 -0.56 0.85
N2 -0.02 -1.20 2.40
H1 -0.90 0.75 -1.62
H2 -0.05 1.30 -0.16
H3 -1.78 1.67 -0.36
H4 0.04 -1.20 -0.99
H5 -1.08 -2.24 -0.08
H6 0.87 -2.53 1.06
H7 2.48 -0.86 1.36
H8 1.90 -0.52 -0.13
H9 -0.01 -2.00 3.01
H10 0.44 -0.41 2.83
O2 -0.16 3.02 -2.88
H11 0.00 3.96 -2.78
H12 -1.08 2.95 -3.15

***

iii) # C3H12N2O2

3 unconnected molecules or ions with the total composition C3H12N2O2 (wB97M-V/def2-TZVPD, OMol25).

The calculation puts the HOMO-LUMO gap at 9.83 eV. As for the multiplicity: 1. The SMILES is [H]/N=C/NCC.O.O. The calculation puts the HOMO energy at -8.93 eV. The value obtained for the LUMO energy is 0.90 eV.

Element x y z (Å)
H1 0.54 1.97 -2.25
N1 0.44 1.13 -1.70
C1 0.29 1.33 -0.44
N2 0.66 0.44 0.50
C2 0.48 0.65 1.92
C3 -0.98 0.64 2.39
H2 -0.07 2.24 0.05
H3 0.92 -0.51 0.23
H4 0.99 1.55 2.25
H5 1.03 -0.14 2.42
H6 -1.52 1.57 2.19
H7 -1.05 0.43 3.46
H8 -1.45 -0.18 1.85
O1 -1.46 -1.01 -1.55
H9 -0.86 -0.25 -1.72
H10 -1.89 -1.08 -2.40
O2 1.09 -2.44 -0.84
H11 0.46 -2.96 -0.33
H12 0.48 -2.04 -1.48

***

iv) # C3H12N2O2

3 unconnected molecules or ions with the total composition C3H12N2O2 (wB97M-V/def2-TZVPD, OMol25).

The calculation puts the HOMO-LUMO gap at 10.06 eV. As for the multiplicity: 1. The SMILES is CC/N=C\N.O.O. The calculation puts the HOMO energy at -9.49 eV. The value obtained for the LUMO energy is 0.57 eV.

Element x y z (Å)
C1 1.45 1.68 2.24
C2 1.46 0.49 1.35
N1 0.73 0.95 0.09
C3 0.60 0.01 -0.77
N2 0.96 -1.30 -0.67
H1 1.98 2.60 1.96
H2 0.44 2.14 2.37
H3 1.78 1.54 3.27
H4 2.49 0.06 1.34
H5 0.85 -0.31 1.78
H6 0.03 0.37 -1.65
H7 1.53 -1.41 0.16
H8 0.54 -1.95 -1.29
O1 -3.97 -4.43 -2.36
H9 -3.89 -3.66 -2.93
H10 -4.11 -5.12 -3.03
O2 -1.12 2.89 -0.96
H11 -0.34 2.31 -0.80
H12 -1.42 3.12 -0.09

***

Question: which arrangement is favored energetically? Ranking from most to least stable: iii), i), iv), ii).

***

i) # C5H12NO2

A molecular structure, C5H12NO2 (wB97M-V/def2-TZVPD, OMol25).

As for the charge: -1. The calculation puts the HOMO-LUMO gap at 6.25 eV. As for the multiplicity: 1. The calculation puts the HOMO energy at -3.08 eV. The value obtained for the LUMO energy is 3.18 eV.

Element x y z (Å)
C1 2.22 1.09 0.51
N1 0.86 0.85 1.10
C2 0.04 -0.18 0.40
C3 -0.67 0.44 -0.78
C4 -1.75 1.32 -0.60
O1 -2.96 -0.90 0.25
C5 0.80 -1.45 -0.06
O2 1.81 -1.28 -0.94
H1 2.23 1.86 -0.27
H2 2.90 1.28 1.34
H3 2.47 0.17 -0.04
H4 0.47 1.79 1.12
H5 -0.79 -0.39 1.08
H6 -0.03 0.33 -1.67
H7 -1.98 0.07 -0.57
H8 -1.65 1.96 0.27
H9 -2.00 1.76 -1.56
H10 -3.68 -0.87 -0.39
H11 1.10 -1.95 0.89
H12 -0.03 -2.04 -0.50

***

ii) # C5H12NO2

2 unconnected molecules or ions with the total composition C5H12NO2 (wB97M-V/def2-TZVPD, OMol25).

As for the charge: -1. The calculation puts the HOMO-LUMO gap at 8.29 eV. As for the multiplicity: 1. The calculation puts the HOMO energy at -4.11 eV. The value obtained for the LUMO energy is 4.18 eV.

Element x y z (Å)
N1 2.94 0.03 1.63
C1 2.19 0.49 0.49
O1 1.49 1.53 0.62
O2 2.31 -0.20 -0.57
H1 3.69 -0.57 1.36
H2 3.21 0.79 2.28
C2 -0.62 -1.52 -0.20
C3 -1.47 -0.29 -0.57
C4 -1.82 0.57 0.67
C5 -0.79 0.54 -1.59
H3 -0.39 -2.06 -1.13
H4 0.34 -1.15 0.19
H5 -1.14 -2.14 0.54
H6 -2.40 -0.68 -1.01
H7 -2.68 1.22 0.46
H8 -0.93 1.17 0.87
H9 -2.11 -0.11 1.50
H10 -0.30 -0.03 -2.38
H11 -1.53 1.26 -2.00
H12 0.02 1.16 -1.18

***

iii) # C5H12NO2

2 unconnected molecules or ions with the total composition C5H12NO2 (wB97M-V/def2-TZVPD, OMol25).

As for the charge: -1. The calculation puts the HOMO-LUMO gap at 6.49 eV. As for the multiplicity: 1. The calculation puts the HOMO energy at -2.83 eV. The value obtained for the LUMO energy is 3.66 eV.

Element x y z (Å)
C1 0.56 0.77 1.63
O1 -0.31 0.54 2.64
C2 -0.30 0.98 0.23
C3 0.20 0.81 -1.18
C4 1.41 -0.08 -1.28
C5 0.24 -1.96 -0.71
N1 1.41 -1.45 -0.90
H1 0.93 1.71 1.65
H2 1.18 -0.13 1.34
H3 -0.66 2.02 0.33
H4 -1.12 0.42 0.41
H5 0.36 1.87 -1.42
H6 -0.33 0.52 -2.01
H7 2.29 0.52 -0.70
H8 1.68 0.10 -2.43
H9 0.04 -2.98 -0.49
H10 -0.72 -1.28 -0.81
H11 -2.55 -0.55 0.49
H12 -1.69 -0.83 1.86
O2 -2.64 -1.00 1.33

***

Question: which arrangement is favored energetically? Ranking from most to least stable: ii), iii), i).

***

i) # C7H13N3O4

C7H13N3O4 in the gas phase (wB97M-V/def2-TZVPD, OMol25).

The calculation puts the HOMO-LUMO gap at 8.90 eV. As for the multiplicity: 1. The SMILES is NCC(=O)N[C@@H](CCC(N)=O)C(=O)O. The calculation puts the HOMO energy at -8.68 eV. The value obtained for the LUMO energy is 0.22 eV.

Element x y z (Å)
N1 -2.95 -2.24 -0.39
C1 -1.48 -2.72 0.10
C2 -0.64 -1.46 0.28
O1 0.55 -1.54 0.72
N2 -1.38 -0.36 -0.04
C3 -0.72 0.83 0.28
C4 0.63 0.77 -0.35
C5 1.67 0.27 0.69
C6 3.06 -0.01 -0.08
N3 3.07 -1.33 -0.74
O2 3.99 0.92 -0.05
C7 -1.57 2.10 -0.11
O3 -2.86 1.90 -0.09
O4 -1.11 3.48 -0.10
H1 -3.13 -2.80 -1.35
H2 -3.55 -2.89 0.40
H3 -1.07 -3.31 -0.85
H4 -1.50 -3.38 1.06
H5 -2.27 -0.21 -0.38
H6 -0.77 0.90 1.43
H7 0.83 1.67 -0.84
H8 0.34 0.07 -1.37
H9 2.09 1.14 1.49
H10 1.23 -0.50 1.40
H11 2.45 -2.07 -0.31
H12 4.02 -1.68 -1.00
H13 -0.11 3.82 -0.08

***

ii) # C7H13N3O4

C7H13N3O4 in the gas phase (wB97M-V/def2-TZVPD, OMol25).

The calculation puts the HOMO-LUMO gap at 10.35 eV. As for the multiplicity: 1. The SMILES is C[C@H](N)C(=O)N[C@@H](CC(N)=O)C(=O)O. The calculation puts the HOMO energy at -9.81 eV. The value obtained for the LUMO energy is 0.54 eV.

Element x y z (Å)
C1 1.85 1.98 -1.31
C2 1.57 0.57 -1.70
N1 0.45 0.52 -2.69
C3 1.09 -0.19 -0.55
O1 1.82 -0.80 0.22
N2 -0.25 -0.16 -0.35
C4 -0.78 -1.32 0.23
C5 -0.73 -1.42 1.78
C6 -0.77 -0.06 2.45
N3 0.40 0.61 2.56
O2 -1.89 0.21 2.85
C7 -2.36 -1.32 -0.11
O3 -2.79 -1.79 -1.11
O4 -3.18 -0.62 0.72
H1 2.03 2.81 -2.12
H2 2.68 2.10 -0.60
H3 0.91 2.11 -0.77
H4 2.38 0.08 -2.16
H5 0.64 1.23 -3.39
H6 0.48 -0.45 -3.04
H7 -0.69 0.49 -0.96
H8 -0.13 -2.13 -0.24
H9 0.27 -1.88 1.99
H10 -1.55 -2.03 2.14
H11 1.09 0.31 1.74
H12 0.27 1.55 2.81
H13 -2.81 -0.41 1.61

***

Question: which arrangement is favored energetically? Ranking from most to least stable: ii), i).

***

i) # C3H4N2

C3H4N2 in the gas phase (wB97M-V/def2-TZVPD, OMol25).

The calculation puts the HOMO-LUMO gap at 10.38 eV. As for the multiplicity: 1. The SMILES is N#CN1CC1. The calculation puts the HOMO energy at -9.62 eV. The value obtained for the LUMO energy is 0.76 eV.

Element x y z (Å)
N1 -3.63 -0.01 0.12
C1 -2.49 0.00 -0.03
N2 -1.23 0.01 -0.36
C2 -0.01 0.72 -0.17
C3 0.00 -0.74 -0.16
H1 0.22 1.35 0.75
H2 0.38 1.35 -0.87
H3 0.27 -1.28 -1.00
H4 0.20 -1.29 0.87

***

ii) # C3H4N2

C3H4N2 in the gas phase (wB97M-V/def2-TZVPD, OMol25).

The calculation puts the HOMO-LUMO gap at 10.68 eV. As for the multiplicity: 1. The SMILES is C/C=N\C#N. The calculation puts the HOMO energy at -10.52 eV. The value obtained for the LUMO energy is 0.16 eV.

Element x y z (Å)
C1 0.85 -0.60 0.03
C2 0.36 0.73 0.01
N1 -0.81 1.22 0.03
C3 -1.84 0.37 0.06
N2 -2.72 -0.42 -0.02
H1 1.35 -0.78 0.98
H2 1.56 -0.66 -0.81
H3 0.05 -1.32 -0.11
H4 1.20 1.47 -0.16

***

Question: which arrangement is favored energetically? Ranking from most to least stable: ii), i).

***

i) # C3H4N2

C3H4N2 in the gas phase (wB97M-V/def2-TZVPD, OMol25).

The calculation puts the HOMO-LUMO gap at 10.55 eV. As for the multiplicity: 1. The SMILES is c1cn[nH]c1. The calculation puts the HOMO energy at -9.37 eV. The value obtained for the LUMO energy is 1.18 eV.

Element x y z (Å)
C1 0.55 0.76 0.24
C2 1.03 -0.53 0.02
N1 0.03 -1.39 -0.06
N2 -1.08 -0.66 0.00
C3 -0.82 0.69 0.19
H1 1.05 1.71 0.31
H2 2.06 -0.84 -0.07
H3 -1.97 -1.14 -0.03
H4 -0.86 1.41 -0.61

***

ii) # C3H4N2

C3H4N2 in the gas phase (wB97M-V/def2-TZVPD, OMol25).

The calculation puts the HOMO-LUMO gap at 10.64 eV. As for the multiplicity: 1. The SMILES is C1=NN=CC1. The calculation puts the HOMO energy at -10.13 eV. The value obtained for the LUMO energy is 0.51 eV.

Element x y z (Å)
C1 0.64 -0.95 -0.16
N1 -0.47 -1.52 0.03
N2 -1.57 -0.64 -0.09
C2 -1.06 0.55 -0.04
C3 0.46 0.58 -0.05
H1 1.57 -1.51 0.07
H2 -1.65 1.40 0.08
H3 1.00 0.90 0.92
H4 1.08 1.20 -0.76

***

Question: which arrangement is favored energetically? Ranking from most to least stable: ii), i).

***

i) # C3H4N2

C3H4N2 in the gas phase (wB97M-V/def2-TZVPD, OMol25).

The calculation puts the HOMO-LUMO gap at 10.22 eV. As for the multiplicity: 1. The SMILES is c1cn[nH]c1. The calculation puts the HOMO energy at -9.24 eV. The value obtained for the LUMO energy is 0.99 eV.

Element x y z (Å)
C1 0.65 0.71 0.11
C2 1.11 -0.61 0.04
N1 0.12 -1.52 0.06
N2 -1.07 -0.66 -0.03
C3 -0.71 0.63 0.03
H1 1.25 1.59 0.10
H2 2.14 -0.77 -0.28
H3 -2.10 -0.80 -0.04
H4 -1.39 1.46 0.00

***

ii) # C3H4N2

C3H4N2 in the gas phase (wB97M-V/def2-TZVPD, OMol25).

The calculation puts the HOMO-LUMO gap at 9.75 eV. As for the multiplicity: 1. The SMILES is c1c[nH]cn1. The calculation puts the HOMO energy at -8.80 eV. The value obtained for the LUMO energy is 0.95 eV.

Element x y z (Å)
C1 -0.83 -0.67 0.60
C2 -0.81 0.57 0.00
N1 0.47 0.73 -0.45
C3 1.15 -0.45 -0.20
N2 0.37 -1.26 0.48
H1 -1.71 -1.11 1.04
H2 -1.56 1.33 -0.08
H3 0.72 1.48 -1.05
H4 2.19 -0.62 -0.35

***

Question: which arrangement is favored energetically? Ranking from most to least stable: ii), i).